Entry 1:
90
Properties=species:S:1:pos:R:3:lowdin_charge:R:1 method="wB97M-V/def2-TZVPD" smiles=CCO.CCO.CCO.CCO.CCO.CCO.CCO.CCO.CCO.CCO e_above_lowest_kcal_mol=19.7 lumo_ev=0.258 fmax_ha_per_bohr=0.023 orbital_gap_ev=9.8 total_charge=0
H 3.69 0.34 1.06 0.046
O -2.13 6.11 0.82 -0.077
C 2.56 -3.24 3.36 -0.312
H 0.47 1.35 -4.06 0.064
H -4.04 -3.28 3.27 0.078
C -2.43 -3.37 1.86 -0.328
C -1.28 5.67 -0.23 -0.324
H -1.80 1.49 1.95 0.062
H -0.90 -1.04 0.16 0.087
H -3.82 0.84 -0.46 0.084
C -1.08 -2.74 -4.39 -0.082
H 0.28 -2.22 -1.53 0.033
H -4.89 0.48 -3.03 0.079
H 1.94 2.28 1.45 0.070
H -2.05 -2.41 -4.02 0.064
H -3.77 0.52 4.07 0.110
H -2.97 -4.10 0.12 0.080
H 0.12 -0.26 1.38 0.081
C 1.26 -2.81 2.72 -0.086
H 3.39 -2.95 2.71 0.110
H 1.15 2.88 2.91 0.081
H 1.77 2.31 -4.73 0.077
C 4.26 0.29 -0.86 -0.293
H 0.48 1.27 -6.63 0.110
O 2.51 0.82 -6.68 -0.084
H 0.99 -2.63 -3.73 0.114
O 2.66 -4.66 3.48 -0.079
C -4.26 0.20 -1.22 -0.318
H -3.37 0.78 1.55 0.063
H 5.80 -1.24 -1.10 0.076
H 2.60 0.14 -7.35 0.078
C -3.14 1.30 3.64 -0.310
O -4.35 0.98 -2.41 -0.075
H -2.30 1.49 4.32 0.110
H -2.31 -2.34 1.51 0.075
H 3.18 2.07 4.22 0.114
H -5.26 -0.06 -0.86 0.114
C -0.11 0.80 -0.52 -0.065
C 3.22 2.31 3.16 -0.273
O -0.35 -2.64 -2.15 -0.099
H 5.01 1.58 2.83 0.096
O -3.90 2.48 3.41 -0.078
H -1.43 -3.82 1.81 0.102
C 0.00 -2.24 -3.47 -0.335
H 3.58 3.33 3.03 0.115
H 3.75 -0.11 -1.74 0.112
O 4.12 1.39 2.51 -0.098
C -2.59 0.82 2.31 -0.077
H -4.22 2.81 4.25 0.079
H -2.79 5.42 0.98 0.080
C 1.37 1.30 -4.67 -0.101
H -1.18 3.61 0.43 0.056
H 1.90 -0.90 0.02 0.050
O 1.04 -1.31 -0.18 -0.110
H 1.13 -1.73 2.79 0.062
H 0.39 -3.27 3.20 0.065
O -3.34 -4.06 1.00 -0.079
C -3.39 -1.03 -1.40 -0.071
C -2.96 -3.41 3.27 -0.083
H 2.19 -4.93 4.27 0.077
H -1.83 5.52 -1.16 0.111
H -1.02 1.33 -0.26 0.056
H -1.01 -3.82 -4.46 0.079
O 3.49 -0.16 0.25 -0.110
H -0.21 0.58 -1.59 0.066
H -3.41 -1.65 -0.50 0.061
H 0.76 1.46 -0.44 0.063
C 5.69 -0.19 -0.80 -0.083
H -2.72 -4.36 3.75 0.074
H 6.31 0.38 -1.48 0.076
H 2.71 -2.77 4.34 0.108
H -0.59 6.50 -0.41 0.111
H 2.09 0.71 -4.10 0.069
H 1.46 1.14 2.72 0.068
H 4.27 1.38 -0.91 0.115
H 0.14 4.08 -0.68 0.074
C 0.02 -0.46 0.31 -0.300
H 6.10 -0.09 0.21 0.072
H -0.93 -2.38 -5.41 0.068
H 0.10 -1.15 -3.47 0.089
C 1.86 2.14 2.53 -0.078
C 1.22 0.70 -6.05 -0.312
H -2.53 -2.60 3.86 0.066
H 0.18 4.61 0.97 0.069
H 0.94 -0.35 -5.98 0.100
H -3.77 -1.63 -2.24 0.076
H -2.13 -0.16 2.42 0.060
H -2.37 -0.74 -1.64 0.055
C -0.50 4.42 0.14 -0.096
H 1.22 -3.11 1.67 0.074

---

Entry 2:
15
Properties=species:S:1:pos:R:3:lowdin_charge:R:1 method="wB97M-V/def2-TZVPD" smiles="CCCC(=O)C=O" e_above_lowest_kcal_mol=62.6 lumo_ev=0.470 fmax_ha_per_bohr=0.082 orbital_gap_ev=9.8 total_charge=0
H 0.27 1.22 -0.07 0.130
C -1.11 -0.45 0.18 -0.259
H -3.19 -0.35 -0.48 0.072
H 0.53 -0.08 -1.21 0.131
H -1.35 -0.23 1.22 0.115
H -2.31 1.17 -0.66 0.074
O 1.20 -1.16 1.65 0.113
C 0.26 0.12 -0.16 -0.145
H -2.02 -0.16 -1.79 0.073
C 2.82 0.17 0.41 -0.110
H -1.07 -1.54 0.11 0.114
H 3.90 0.28 0.16 0.135
O 2.89 1.37 0.68 0.003
C 1.38 -0.43 0.70 -0.330
C -2.22 0.08 -0.74 -0.115

---

Entry 3:
26
Properties=species:S:1:pos:R:3:lowdin_charge:R:1 method="wB97M-V/def2-TZVPD" e_above_lowest_kcal_mol=7.9 lumo_ev=-4.438 fmax_ha_per_bohr=0.077 orbital_gap_ev=9.5 total_charge=+1
F -4.23 0.43 0.31 0.178
S 0.00 0.70 -1.58 0.571
F -3.19 -0.14 -1.45 0.111
H 1.99 -2.11 2.93 0.069
F -3.58 1.95 -1.11 0.218
N -0.58 -0.18 -0.37 -0.481
Li -1.06 -2.05 -0.34 0.807
Li 1.05 -0.62 1.04 0.666
H 3.36 -0.79 -0.30 0.082
H 1.38 1.95 1.74 0.080
C -3.30 0.83 -0.53 -0.681
S -1.65 0.93 0.46 0.660
O 1.00 1.15 2.14 -0.092
H 1.45 1.06 2.99 0.069
H 3.58 -0.62 1.21 0.076
H 0.53 -2.12 3.40 0.083
O 1.09 -1.85 2.66 -0.080
O -2.01 0.40 1.72 -0.271
O -1.00 1.48 -2.28 -0.250
O 1.19 1.43 -1.27 -0.256
O 2.88 -0.66 0.54 -0.089
F 1.22 -0.11 -3.82 0.188
F 1.17 -1.60 -2.27 0.112
C 0.48 -0.62 -2.85 -0.670
O -1.10 2.26 0.42 -0.249
F -0.64 -1.09 -3.40 0.150

---

Entry 4:
94
Properties=species:S:1:pos:R:3:lowdin_charge:R:1 method="wB97M-V/def2-TZVPD" lumo_ev=-2.795 fmax_ha_per_bohr=0.034 orbital_gap_ev=7.9 total_charge=+1
H -5.00 7.09 -1.22 0.091
H -4.02 -1.94 1.93 0.066
C -0.41 1.82 -2.59 -0.101
H -3.46 4.72 0.47 0.089
H -3.30 -5.19 2.42 0.130
C 0.80 1.22 1.44 -0.602
C 9.66 2.30 0.79 -0.358
H -1.54 -7.25 -1.26 0.138
C -3.47 -1.01 1.97 -0.041
H -1.13 -5.14 5.93 0.086
H 1.40 0.84 -3.13 0.111
H -1.04 0.00 -4.06 0.127
N 0.07 -6.30 -0.43 -0.195
O -3.59 -3.51 3.54 -0.014
H -6.33 7.05 -0.05 0.093
P 3.56 0.40 1.20 0.768
C 0.90 -6.54 -1.60 -0.053
H 0.56 -1.65 -3.73 0.076
H -0.78 1.70 -6.06 0.077
H 1.23 -5.59 -2.03 0.086
H -6.53 6.31 -1.65 0.084
O 9.39 1.21 0.32 0.006
O 0.18 2.76 -1.64 -0.008
H 0.20 -0.66 2.75 -0.110
H -1.09 2.14 0.76 0.119
H 0.66 -1.52 -5.49 0.078
O -2.71 1.65 1.99 -0.051
H -2.98 -0.94 2.94 0.087
O -1.93 -6.55 0.61 0.002
H 0.50 3.14 -4.90 0.085
H -2.04 -6.86 2.91 0.061
C -1.20 -6.72 -0.35 -0.333
H 0.06 -4.69 0.91 0.090
H -0.76 0.95 -2.03 0.135
C -1.84 -4.52 5.38 -0.040
H -6.20 -0.69 2.42 0.095
H 0.63 0.70 -6.51 0.085
H -4.16 6.25 1.05 0.088
H 8.48 4.88 2.20 0.088
C 0.80 -0.99 -4.55 -0.064
H -6.47 4.14 -1.64 0.136
H -5.92 -0.76 0.67 0.094
N -5.34 5.22 -0.32 -0.193
H 5.21 0.49 -0.19 0.000
H -0.56 -6.44 3.79 0.080
C 7.50 3.17 0.21 -0.057
C -5.83 6.49 -0.84 -0.051
H 1.84 -0.70 -4.52 0.079
C -5.78 -0.15 1.57 -0.036
C 1.22 2.52 -4.38 -0.047
H -6.32 0.79 1.44 0.083
N -4.37 0.12 1.78 -0.171
O -5.36 2.96 -0.41 -0.007
H 7.61 2.89 -0.84 0.092
H 1.77 -7.13 -1.33 0.092
N 4.69 1.12 0.42 -0.253
S 0.63 0.57 3.05 0.848
C -5.74 4.04 -0.81 -0.340
H 9.12 5.41 0.63 0.089
H 10.18 4.59 1.78 0.083
C -0.06 1.87 0.61 0.034
H 0.33 -7.08 -2.35 0.085
H 0.60 -6.22 1.60 0.082
N 8.81 3.35 0.81 -0.202
H -1.25 2.35 -3.03 0.147
C 9.17 4.63 1.39 -0.059
H -4.66 2.12 1.66 0.106
C -0.32 0.72 -5.98 -0.075
C 1.90 1.68 -0.44 -0.031
H 3.48 -0.96 0.88 0.023
H -1.92 -7.21 4.64 0.093
H 3.64 0.53 2.58 0.009
H -2.70 -1.00 1.19 0.087
H 2.62 1.79 -1.23 0.156
H -4.78 4.69 1.63 0.092
H -1.37 -3.56 5.15 0.084
H 1.82 3.11 -3.70 0.077
N -2.21 -5.20 4.15 -0.187
C 0.58 1.36 -3.63 -0.343
N 2.02 1.11 0.76 -0.171
H 6.93 4.08 0.30 0.085
H 1.67 -5.33 0.49 0.084
C 0.64 -5.59 0.71 -0.039
H 10.63 2.52 1.26 0.134
C -3.90 1.36 1.81 -0.334
H 6.97 2.36 0.72 0.055
H 1.93 2.11 -5.11 0.088
H -0.96 -0.01 -6.47 0.086
C -4.38 5.23 0.77 -0.033
H -2.72 -4.33 5.99 0.094
C -0.10 0.27 -4.53 -0.372
N 0.65 2.13 -0.53 -0.069
C -3.08 -4.60 3.32 -0.326
C -1.65 -6.50 3.85 -0.055

---

Entry 5:
17
Properties=species:S:1:pos:R:3:lowdin_charge:R:1 method="wB97M-V/def2-TZVPD" e_above_lowest_kcal_mol=93.3 lumo_ev=0.424 fmax_ha_per_bohr=0.108 orbital_gap_ev=10.5 total_charge=0
H 3.08 0.72 -1.31 0.143
O -2.35 -0.39 0.34 -0.021
C -1.40 -0.48 -0.75 -0.144
N 1.58 0.21 -2.01 0.154
H -0.82 1.60 -0.50 0.157
H 0.73 -0.05 1.50 0.132
C -0.37 0.61 -0.35 -0.203
C -0.88 -1.73 -0.02 -0.274
C -1.28 -0.89 1.21 -0.166
O -0.56 -2.84 -0.27 0.161
H 2.63 1.95 0.09 0.017
H -0.60 1.09 1.81 0.125
H -1.61 -1.31 2.16 0.163
C 0.90 0.56 -1.09 -0.137
C -0.27 0.26 1.18 -0.055
H -1.83 -0.47 -1.76 0.170
O 3.06 1.15 -0.24 -0.221

---

Entry 6:
8
Properties=species:S:1:pos:R:3:lowdin_charge:R:1 method="wB97M-V/def2-TZVPD" multiplicity=3 e_above_lowest_kcal_mol=88.5 lumo_ev="-0.294 / -4.195" fmax_ha_per_bohr=0.151 orbital_gap_ev="5.8 / 5.6" total_charge=0
O 1.13 0.63 1.02 -0.048
O -2.12 -0.02 -0.32 0.075
F 2.31 1.18 0.47 -0.132
H 0.70 0.17 -1.11 0.106
H -1.03 1.82 -0.08 0.180
C 0.34 -0.07 -0.10 -0.085
C -1.11 0.62 -0.15 -0.242
H 0.32 -1.21 0.03 0.145

---

E for every record listed, in sequence, given in a.u.: -1550.30486, -345.70523, -2071.73987, -2575.59723, -513.16443, -328.00769.